18
Properties=species:S:1:pos:R:3 method="wB97M-V/def2-TZVPD" charge=0 relative_energy_kcal_mol=55.8 energy_ev=-24697.4147 orbital_gap_ev="7.967 / 7.966" e_homo_ev="-8.49 / -8.49" smiles="CC1=NC(=S)NC(=O)[C@H](N)O1"
S 3.5158 0.2209 1.3701
O 1.4655 0.4918 -2.6685
O -0.8377 0.0722 0.0516
N -1.3535 0.7314 -2.0976
N 1.8399 0.1490 -0.5673
N 0.9916 -0.1417 1.6610
C -0.2636 -0.2249 1.2976
C 1.9911 0.0642 0.7814
C 0.9416 0.2960 -1.5810
C -1.3614 -0.5129 2.3070
C -0.5177 -0.1002 -1.4756
H 2.7937 0.2960 -0.9757
H -0.9697 -0.9457 3.2173
H -0.6256 -1.2022 -1.6675
H -2.2435 0.2940 -2.4324
H -1.8248 -1.3468 1.8048
H -1.4421 1.6770 -1.6181
H -2.0998 0.1821 2.5926

83
Properties=species:S:1:pos:R:3 method="wB97M-V/def2-TZVPD" charge=+1 relative_energy_kcal_mol=0.0 energy_ev=-120419.0242 orbital_gap_ev=7.004 e_homo_ev=-10.62
I -3.3925 -0.9324 0.5359
Ru -0.8130 -0.2911 -0.0368
As -0.2892 -2.5904 0.6503
O -0.7944 1.8332 -0.7130
O 1.0784 1.3063 3.3119
O 1.8646 -1.2443 -3.1434
N -0.1139 -0.7654 -2.0501
N -0.7879 4.0734 -0.8877
N -0.5278 0.2838 2.0017
N 0.4587 2.9995 0.7889
N 1.5808 4.1580 2.3782
N 1.1889 -0.0163 0.0597
C -0.4633 0.5853 -4.0569
C -0.1490 -1.3657 4.4052
C -2.3741 -1.2172 -4.9869
C -0.3535 5.2813 -0.4414
C -1.1600 0.8236 -5.2369
C -1.3391 -0.4726 4.2005
C -1.6920 -1.4926 -3.8062
C 0.4603 5.3956 0.6282
C -0.7644 -0.5688 -3.3144
C 0.6401 1.5293 -3.6639
C -2.5196 -0.0352 -1.1303
C -2.5396 1.2775 3.0228
C 1.6924 0.4872 1.1846
C 1.9652 -0.3906 -0.9529
C 3.0540 0.6737 1.3196
C -2.1220 -0.0584 -5.6987
C -2.6801 2.2887 1.9184
C 0.7002 0.7492 2.2815
C 1.2292 -0.8826 -2.1657
C -1.4792 0.3641 3.0800
C -3.4839 1.2894 4.0439
C 1.5268 -2.7733 1.3142
C -0.3590 2.9202 -0.2511
C 0.8382 4.1786 1.2720
C -1.9409 -2.7892 -3.0925
C 3.3361 -0.2454 -0.8840
C -1.7341 3.9625 -1.9969
C -1.3779 -3.3583 2.0560
C -2.3067 -0.4330 5.1993
C -3.3830 0.4323 5.1239
C -0.2322 -4.0390 -0.6263
C 3.8830 0.3037 0.2690
H -4.3070 1.9918 3.9851
H -2.2585 -3.8110 1.6031
H 0.2550 -4.8793 -0.1320
H 1.6047 -3.7475 1.7954
H 0.2225 -1.7776 3.4713
H 0.6679 -0.7968 4.8513
H 0.7884 6.3615 0.9793
H -1.3352 3.3122 -2.7698
H 4.9539 0.4346 0.3516
H -2.7895 -3.3142 -3.5290
H -2.1476 3.2075 2.1790
H 2.2084 -2.7437 0.4647
H -2.6558 0.1463 -6.6171
H -4.1287 0.4479 5.9076
H 0.6658 1.7005 -2.5890
H 0.3447 -3.7400 -1.4991
H -0.9265 1.7134 -5.8100
H 3.4286 1.0862 2.2457
H -2.7048 -0.6140 -2.0208
H -2.2691 1.9290 0.9795
H 1.6910 3.2647 2.8555
H 1.7997 -1.9988 2.0229
H -1.0659 -3.4347 -3.1721
H -0.3976 -2.1925 5.0702
H -0.8023 -4.1287 2.5674
H -0.7109 6.1411 -0.9906
H -2.1403 -2.6427 -2.0274
H 0.5225 2.4868 -4.1720
H -1.9100 4.9556 -2.4014
H -2.7973 1.0089 -1.1968
H -1.6834 -2.5953 2.7696
H -2.6760 3.5476 -1.6416
H 1.8572 5.0100 2.8316
H 3.9295 -0.5600 -1.7310
H -1.2339 -4.3291 -0.9295
H -2.1990 -1.0883 6.0552
H 1.6068 1.1154 -3.9599
H -3.1004 -1.9327 -5.3526
H -3.7290 2.5460 1.7672

12
Properties=species:S:1:pos:R:3 method="wB97M-V/def2-TZVPD" charge=0 relative_energy_kcal_mol=84.4 energy_ev=-87805.3254 orbital_gap_ev="8.861 / 8.441" e_homo_ev="-9.32 / -9.33"
Br 0.4792 2.3157 -0.4059
F 1.2366 0.5469 -2.0743
F 1.6929 -1.4805 -0.2369
F -1.3667 -1.8437 -0.7828
F 0.9818 -0.2137 1.3900
F 2.8434 0.2892 0.5109
C 0.8872 0.6054 -0.7934
C -1.3294 -0.6804 -0.2242
C -2.0690 0.0313 0.5459
C 1.6249 -0.1865 0.1581
H -2.0957 1.0568 0.7997
H -2.8854 -0.4404 1.1129

12
Properties=species:S:1:pos:R:3 method="wB97M-V/def2-TZVPD" charge=0 relative_energy_kcal_mol=79.8 energy_ev=-18598.4578 orbital_gap_ev=8.799 e_homo_ev=-9.01
S 0.4455 -0.9970 -0.6555
O -2.8199 0.3112 0.7567
N -1.1830 -1.1519 0.2308
C -1.7672 0.0024 0.2454
C -0.9425 1.1658 -0.6107
C 0.0933 0.6654 -1.2030
C 1.5423 -0.8054 0.8619
H 0.8697 1.0961 -2.0226
H 2.5154 -1.1128 0.4227
H 1.3458 -1.5912 1.6082
H 1.4178 0.2434 1.0652
H -1.5173 2.1739 -0.6990

16
Properties=species:S:1:pos:R:3 method="wB97M-V/def2-TZVPD" charge=+3 relative_energy_kcal_mol=0.0 energy_ev=-16221.5391 orbital_gap_ev=5.399 e_homo_ev=-23.85
Bi 2.9818 1.4607 0.0538
O 1.0482 2.0696 -0.0430
O 1.1957 -0.0704 -0.1953
O -0.8301 0.8338 -0.2683
C 0.2069 -2.1634 0.6052
C 0.7087 -1.3975 -0.5919
C 0.4288 1.0046 -0.1703
C -1.7157 1.9355 0.0319
H -1.4898 2.3138 1.0334
H -1.5818 2.7150 -0.7243
H -0.0603 -1.2462 -1.3559
H 1.5918 -1.8565 -1.0441
H -2.7199 1.5108 -0.0128
H 1.0018 -2.2934 1.3500
H -0.1164 -3.1538 0.2585
H -0.6496 -1.6626 1.0730

19
Properties=species:S:1:pos:R:3 method="wB97M-V/def2-TZVPD" charge=+1 s2=0.76 relative_energy_kcal_mol=44.8 energy_ev=-11484.9406 orbital_gap_ev="8.552 / 5.081" multiplicity=2 e_homo_ev="-13.47 / -13.47"
O 0.4888 0.8581 0.3956
O -1.5723 -1.4538 -0.5950
O -5.3967 -2.6988 -2.0495
O 2.1902 3.3528 -1.0195
C 2.0937 1.1680 2.0633
C 1.5843 0.3688 1.1464
C 1.9076 -1.1585 1.0122
H 1.8103 -1.8069 1.9066
H 0.1732 1.7000 0.7584
H -6.2082 -3.1847 -1.6665
H 3.0208 0.9783 2.5055
H 2.7937 3.0666 -0.2818
H -1.7760 -1.0123 -1.4288
H 1.2736 -1.4749 0.1311
H 1.5370 1.8670 2.7520
H 2.6123 3.6488 -1.8173
H -4.7697 -3.4418 -2.2708
H 2.8167 -1.4095 0.5170
H -2.4778 -1.6663 -0.2894